24
Properties=species:S:1:pos:R:3:nbo_charge:R:1 method="wB97M-V/def2-TZVPD" e_homo_ev=-8.09 de_lowest_kcal_mol=46.36
C 0.5292 -2.5740 1.3280 -0.61
C -1.3087 0.5715 0.4700 -0.30
C -0.9579 -0.7519 0.7107 -0.18
C -0.4453 1.4751 1.1083 0.29
C 0.1817 -1.1282 1.4994 -0.06
C 0.6818 1.1884 1.8548 -0.26
C 0.9125 -0.1598 2.1796 -0.18
O -0.8807 2.7881 1.3704 -0.68
H -2.1705 0.8986 -0.2062 0.22
H -1.6774 -1.5180 0.3341 0.21
H -1.7158 2.8908 0.7172 0.47
H 1.2290 1.9983 2.2540 0.23
H 0.0622 -3.0082 0.5028 0.22
H 0.1017 -3.0841 2.3311 0.21
H 1.7108 -0.3589 2.8472 0.21
H 1.5966 -2.6928 1.2029 0.22
C 0.9141 0.2560 -2.1674 -0.62
C -0.4079 0.6217 -2.9138 -0.61
H 1.7478 -0.0458 -2.9365 0.21
H 1.1959 1.2095 -1.6451 0.20
H 0.8782 -0.5268 -1.3642 0.22
H -0.3340 1.3745 -3.7062 0.20
H -1.2637 0.8929 -2.3922 0.20
H -0.5797 -0.3170 -3.3791 0.20